No. 1
A cluster of 4 separate species, C22H27F10O8P in total. Source: the OMol25 dataset; level of theory: ωB97M-V with the def2-TZVPD basis set.

Structure (XYZ):
```
68
Properties=species:S:1:pos:R:3:lowdin_charge:R:1
C 1.81 -4.19 0.86 -0.302
P 1.54 -2.39 0.91 0.931
C 2.17 -1.85 -0.72 -0.278
C -0.25 -2.33 0.63 -0.323
C -1.10 -3.34 0.80 -0.017
C -2.56 -3.18 0.59 -0.332
O -3.37 -3.97 1.02 0.108
C -3.00 -2.00 -0.23 -0.132
C -4.37 -2.06 -0.84 -0.112
C -4.32 -2.41 -2.32 -0.190
F -3.79 -1.34 -3.04 -0.050
C -2.16 -0.98 -0.39 0.071
C -0.82 -0.99 0.24 -0.383
O -0.20 0.04 0.43 0.078
H 1.38 -4.69 -0.01 0.033
H 1.37 -4.63 1.76 0.036
H 2.89 -4.37 0.88 0.039
H 1.81 -2.43 -1.57 0.026
H 1.96 -0.79 -0.86 0.027
H 3.25 -1.95 -0.67 0.041
H -0.79 -4.33 1.09 0.110
H -4.91 -1.12 -0.71 0.131
H -4.95 -2.84 -0.34 0.120
H -5.31 -2.61 -2.71 0.123
H -3.67 -3.26 -2.50 0.105
H -2.43 -0.09 -0.94 0.134
C -3.55 -5.34 -5.77 -0.053
C -3.06 -3.98 -5.34 -0.180
O -2.33 -4.05 -4.09 -0.003
C -1.08 -4.49 -4.16 -0.397
O -0.47 -4.82 -5.13 0.180
C -0.46 -4.47 -2.74 -0.537
F -1.26 -5.07 -1.85 0.167
F -0.30 -3.19 -2.35 0.160
F 0.72 -5.07 -2.72 0.178
H -4.18 -5.78 -4.99 0.085
H -4.15 -5.23 -6.68 0.085
H -2.73 -6.01 -5.98 0.079
H -3.88 -3.30 -5.13 0.118
H -2.41 -3.53 -6.09 0.131
C 2.26 2.67 1.76 -0.056
C 2.19 3.08 0.31 -0.175
O 3.49 3.45 -0.21 0.041
C 4.30 2.45 -0.50 -0.407
O 4.08 1.28 -0.38 0.158
C 5.63 3.00 -1.07 -0.548
F 6.14 3.96 -0.30 0.167
F 5.43 3.50 -2.29 0.163
F 6.53 2.02 -1.17 0.172
H 2.69 3.46 2.37 0.074
H 1.25 2.45 2.12 0.081
H 2.86 1.77 1.88 0.079
H 1.58 3.98 0.17 0.113
H 1.78 2.29 -0.31 0.120
C 1.53 7.78 6.16 -0.059
C 0.79 6.48 6.37 -0.186
O -0.03 6.15 5.22 0.034
C 0.60 5.64 4.18 -0.401
O 1.76 5.39 4.08 0.165
C -0.42 5.34 3.05 -0.544
F -1.18 6.41 2.80 0.172
F -1.21 4.32 3.40 0.170
F 0.22 5.01 1.93 0.164
H 0.83 8.59 5.95 0.085
H 2.08 8.03 7.07 0.084
H 2.24 7.71 5.34 0.078
H 0.08 6.55 7.18 0.125
H 1.47 5.65 6.55 0.126
```

Total energy in eV: -76096.173
SMILES: CP(C)C1=CC(=O)C(CCF)=CC1=O.CCOC(=O)C(F)(F)F.CCOC(=O)C(F)(F)F.CCOC(=O)C(F)(F)F
Total charge: 0

---

No. 2
A structure of composition C22H27GeN5O7Se4V in a non-equilibrium geometry. Source: the OMol25 dataset; level of theory: ωB97M-V with the def2-TZVPD basis set.

Structure (XYZ):
```
67
Properties=species:S:1:pos:R:3:lowdin_charge:R:1
V 0.07 0.01 0.56 0.346
Se -0.55 -2.89 -0.28 0.175
Se 1.12 -4.01 0.60 0.034
Se 1.84 -2.73 2.51 0.010
Se 0.21 -1.14 2.70 0.174
O -3.89 4.24 -1.10 0.174
C -3.25 3.26 -0.93 -0.218
C -2.01 2.82 -1.75 -0.169
O -1.78 3.10 -2.88 0.153
C -1.31 1.90 -0.83 -0.306
C -2.10 1.55 0.21 -0.225
O -1.56 0.64 1.07 -0.240
C -3.41 2.22 0.21 -0.269
O -4.40 2.04 0.85 0.145
O -0.11 1.35 -0.92 -0.190
C 2.38 6.58 2.11 -0.118
C 1.77 5.28 1.58 -0.285
C 1.05 4.49 2.67 -0.285
C 0.35 3.21 2.20 -0.321
Ge 1.50 1.86 1.37 0.863
C 2.85 1.30 2.63 -0.363
C 3.97 2.31 2.94 -0.280
C 4.89 2.61 1.75 -0.287
C 5.95 3.67 2.07 -0.116
H 2.90 7.13 1.32 0.067
H 3.11 6.37 2.90 0.068
H 1.62 7.24 2.53 0.070
H 2.55 4.66 1.13 0.074
H 1.05 5.51 0.78 0.114
H 0.30 5.15 3.14 0.109
H 1.78 4.25 3.46 0.089
H -0.44 3.45 1.49 0.056
H -0.13 2.71 3.04 0.070
H 2.22 2.47 0.15 -0.009
H 3.28 0.37 2.25 0.048
H 2.31 1.03 3.54 0.042
H 4.59 1.92 3.76 0.108
H 3.54 3.26 3.29 0.081
H 4.29 2.95 0.90 0.069
H 5.38 1.68 1.44 0.113
H 5.48 4.61 2.38 0.063
H 6.59 3.88 1.21 0.068
H 6.59 3.34 2.90 0.070
N 5.96 -0.88 -2.04 0.079
C 4.90 -1.16 -1.63 -0.371
N 3.72 -1.57 -1.19 0.104
C 2.71 -1.02 -0.66 -0.329
N 1.73 -0.64 -0.15 -0.064
O 0.40 3.40 -5.80 -0.044
C -1.02 3.19 -5.80 -0.219
N -1.45 2.20 -4.85 0.088
C -2.11 1.05 -5.19 -0.434
O -2.39 0.70 -6.33 0.054
C -2.51 0.25 -4.00 -0.112
C -3.80 -0.26 -3.88 0.007
C -4.13 -0.95 -2.73 -0.040
C -3.15 -1.12 -1.75 -0.149
N -1.90 -0.68 -1.89 0.018
C -1.60 -0.02 -3.00 -0.082
H 0.69 3.57 -4.90 0.078
H -1.28 2.83 -6.78 0.115
H -1.53 4.12 -5.60 0.121
H -1.43 2.45 -3.87 -0.060
H -4.52 -0.08 -4.66 0.126
H -5.13 -1.35 -2.58 0.105
H -3.38 -1.64 -0.82 0.102
H -0.58 0.35 -3.08 0.137
```

2S+1: 3
Total energy in eV: -388625.563
Energy relative to the best compared isomer or geometry (same formula, charge and spin) in eV: 4.525
<S²>: 2.052
Total charge: -1

---

No. 3
A structure of composition C22H27IMnN4O3 in a non-equilibrium geometry. Source: the OMol25 dataset; level of theory: ωB97M-V with the def2-TZVPD basis set.

Structure (XYZ):
```
58
Properties=species:S:1:pos:R:3:lowdin_charge:R:1
Mn -0.21 0.10 0.04 1.145
C 0.10 1.78 2.79 -0.040
O 0.46 0.59 2.10 -0.304
C 1.66 0.00 2.60 -0.128
C 1.70 -1.47 2.19 -0.115
O 1.26 -1.61 0.83 -0.221
C 2.17 -2.18 -0.11 -0.118
C 2.65 -1.10 -1.07 -0.139
O 1.48 -0.44 -1.59 -0.275
C 1.76 0.27 -2.79 -0.044
H -0.18 1.54 3.83 0.122
H 0.92 2.50 2.81 0.107
H -0.76 2.21 2.28 0.096
H 2.53 0.55 2.20 0.140
H 1.69 0.07 3.70 0.156
H 2.71 -1.86 2.32 0.151
H 1.02 -2.06 2.81 0.146
H 3.02 -2.66 0.38 0.151
H 1.61 -2.94 -0.66 0.147
H 3.29 -0.37 -0.57 0.146
H 3.21 -1.57 -1.89 0.153
H 2.17 -0.40 -3.54 0.118
H 0.83 0.69 -3.16 0.086
H 2.48 1.07 -2.60 0.108
C -4.08 -2.08 -3.18 0.012
C -4.27 -0.72 -3.37 -0.011
C -3.41 0.20 -2.82 0.032
C -2.31 -0.26 -2.06 -0.253
C -2.09 -1.64 -1.91 -0.022
C -2.97 -2.54 -2.46 -0.020
N -1.40 0.60 -1.49 -0.001
N -1.37 1.79 -1.91 0.179
C -0.43 2.65 -1.44 -0.298
C -0.31 3.93 -1.99 0.083
C 0.74 4.73 -1.57 0.034
C 1.63 4.24 -0.62 0.035
C 1.43 2.95 -0.11 -0.073
N 0.42 2.17 -0.49 0.067
H -4.78 -2.79 -3.59 0.135
H -5.11 -0.37 -3.97 0.135
H -3.57 1.26 -2.94 0.125
H -1.18 -1.97 -1.40 0.102
H -2.80 -3.60 -2.36 0.127
H -1.02 4.25 -2.73 0.144
H 0.89 5.72 -1.99 0.143
H 2.46 4.83 -0.27 0.139
H 2.12 2.55 0.61 0.127
I -5.91 0.62 2.27 0.992
C -4.21 -0.60 1.87 -0.649
C -4.19 -1.94 2.24 -0.060
C -3.05 -2.68 1.97 0.009
C -1.97 -2.05 1.35 -0.107
N -2.00 -0.77 0.99 -0.019
C -3.10 -0.05 1.24 -0.183
H -5.04 -2.40 2.71 0.126
H -3.00 -3.72 2.23 0.135
H -1.06 -2.61 1.14 0.118
H -3.11 0.98 0.92 0.106
```

2S+1: 5
Total energy in eV: -74747.783
<S²>: 6.267
Total charge: +3

---

No. 4
An isolated molecule of C22H27N3O5S in a non-equilibrium geometry. Source: the OMol25 dataset; level of theory: ωB97M-V with the def2-TZVPD basis set.

Structure (XYZ):
```
58
Properties=species:S:1:pos:R:3:lowdin_charge:R:1
C -0.22 -4.13 -0.87 -0.052
C -0.52 -2.75 -0.32 -0.211
O 0.71 -2.04 -0.17 0.010
C 0.62 -0.77 0.20 -0.400
O -0.46 -0.25 0.46 0.071
C 1.88 -0.05 0.26 -0.090
C 1.88 1.33 0.42 -0.427
N 0.75 2.09 0.55 0.110
C 0.77 3.44 0.42 -0.450
O 1.81 4.06 0.35 0.002
C -0.60 4.13 0.36 -0.089
N -1.75 3.37 -0.07 -0.159
C -2.41 2.56 0.94 -0.148
C -3.76 2.09 0.38 -0.118
N -3.52 1.33 -0.82 -0.033
C -3.33 -0.01 -0.92 -0.396
O -2.94 -0.53 -1.96 0.059
C -3.67 -0.89 0.21 -0.182
C -3.89 -2.24 0.13 -0.008
C -4.09 -2.70 1.45 -0.048
C -3.97 -1.60 2.24 -0.099
O -3.72 -0.51 1.51 0.025
C -2.94 2.18 -1.85 -0.112
C -1.59 2.70 -1.35 -0.143
S 3.45 2.02 0.37 1.183
C 4.15 0.43 0.16 -0.459
C 3.21 -0.55 0.10 -0.203
C 3.59 -1.99 -0.07 -0.136
C 5.05 -2.13 -0.52 -0.191
C 5.95 -1.23 0.32 -0.197
C 5.62 0.24 0.06 -0.205
H -1.14 -4.68 -0.98 0.075
H 0.45 -4.66 -0.20 0.078
H 0.26 -4.04 -1.84 0.080
H -1.18 -2.18 -1.00 0.113
H -1.01 -2.81 0.66 0.126
H -0.09 1.52 0.60 0.093
H -0.47 4.98 -0.31 0.134
H -0.81 4.53 1.36 0.134
H -2.57 3.18 1.82 0.128
H -1.85 1.66 1.24 0.108
H -4.29 1.50 1.12 0.117
H -4.37 2.96 0.11 0.131
H -3.91 -2.81 -0.78 0.122
H -4.29 -3.70 1.76 0.103
H -4.03 -1.47 3.30 0.124
H -2.81 1.59 -2.75 0.124
H -3.63 3.01 -2.04 0.129
H -1.19 3.43 -2.06 0.133
H -0.91 1.84 -1.31 0.121
H 2.93 -2.46 -0.80 0.111
H 3.44 -2.51 0.88 0.129
H 5.36 -3.17 -0.44 0.109
H 5.13 -1.83 -1.57 0.119
H 7.00 -1.42 0.08 0.109
H 5.80 -1.46 1.38 0.119
H 6.13 0.88 0.77 0.109
H 5.96 0.52 -0.94 0.118
```

Total energy in eV: -48796.346
SMILES: CCOC(=O)c1c(NC(=O)CN2CCN(C(=O)c3ccco3)CC2)sc2c1CCCC2
Energy relative to the best compared isomer or geometry (same formula, charge and spin) in eV: 0.924
Total charge: 0